1.
DFT (wB97M-V/def2-TZVPD) results for a 3-piece molecular cluster, C6H9N3O2 overall at a distorted geometry.

* HOMO energy: -8.936 eV
* calculated total energy: -548.5889 Eh
* strongest force on any atom: 0.10191 Eh/bohr
* ΔE to the lowest compared entry with this formula, charge and spin: 6.326 eV

Geometry as ORCA input:
```
! RIJCOSX wB97M-V def2-TZVPD def2/J DEFGRID3
* xyz 0 1
C 3.46738 -1.26915 0.41674
C -2.09148 -0.58671 -0.99133
C -1.83978 -1.16290 0.40661
C -0.98552 0.48296 -1.08798
C -1.00587 -0.01056 1.15356
C -0.59847 1.09361 0.19681
N 2.30497 2.46796 -0.44222
N 2.23783 0.90589 1.30231
N 2.14827 1.66883 0.47963
O 2.95393 -1.26596 -0.64073
O 4.01399 -1.39325 1.40235
H -2.14004 -1.33504 -1.80100
H -2.98963 -0.06664 -1.03962
H -2.78481 -1.41214 0.82679
H -1.31089 -2.07734 0.24108
H -0.08980 -0.05496 -1.09603
H -1.03147 1.04138 -1.97668
H -1.75212 0.34748 1.92717
H -0.09853 -0.24483 1.62381
H 1.59203 2.87140 -0.90127
*
```

---

2.
DFT (wB97M-V/def2-TZVPD) results for C23H16Cl5N5O8W as an isolated structure at a distorted geometry.

* HOMO energy (alpha / beta): -7.798 / -8.663 eV
* calculated total energy: -4129.4626 Eh
* ⟨S²⟩: 2.027
* strongest force on any atom: 0.04058 Eh/bohr
* ΔE to the lowest compared entry with this formula, charge and spin: 14.717 eV

Geometry as ORCA input:
```
! RIJCOSX wB97M-V def2-TZVPD def2/J DEFGRID3
* xyz 0 3
W -0.81117 -0.17670 0.50202
N -0.63813 0.38887 2.66179
C 0.38543 -0.31454 3.45244
C 0.57532 -1.67049 2.83433
O 1.01762 -2.61757 3.45431
N 0.21831 -1.68698 1.52332
C 0.23854 -3.02882 0.96659
C -0.36958 -2.96855 -0.40045
O -0.23035 -3.82180 -1.24775
O -1.05267 -1.86155 -0.59670
H -0.51244 1.39372 2.74440
H -1.54606 0.15497 3.05067
H 0.09620 -0.40683 4.49691
H 1.32723 0.22871 3.40101
H -0.36199 -3.70371 1.58323
H 1.24720 -3.44400 0.92613
O -1.52051 2.03692 -3.22242
C -1.85836 2.83211 -0.98508
O -1.88782 0.22861 -1.36968
C -2.53755 2.42578 0.16900
C -3.56546 3.32141 0.57733
C -4.55572 2.91453 1.43005
C -4.55698 1.59472 1.89716
C -3.48969 0.79777 1.59285
N -2.42830 1.21489 0.87232
C -3.40940 -0.66259 1.94958
O -4.23006 -1.22373 2.62571
O -2.34190 -1.21674 1.42811
H -0.30504 0.59746 -2.56216
H -3.57015 4.29953 0.11963
H -5.35925 3.58849 1.69506
H -5.36191 1.17527 2.48369
Cl 1.43084 2.60948 2.67388
C 1.44593 2.43026 0.93310
C 0.39980 1.81169 0.23701
C 0.47625 2.10581 -1.12437
Cl -1.07990 1.49430 -1.94259
C 1.54361 2.59794 -1.83373
Cl 1.57319 2.55162 -3.54895
C 2.60642 3.10825 -1.09089
Cl 3.94779 3.81409 -1.88601
C 2.51488 3.07878 0.29598
Cl 3.75240 3.84551 1.21352
N 1.57730 -3.86581 -3.75898
C 1.95176 -2.56924 -3.88496
O 2.12210 -1.98918 -4.93488
C 2.16900 -1.87569 -2.56123
C 3.35663 -1.96562 -1.85640
C 3.45439 -1.32430 -0.62924
C 2.34586 -0.67754 -0.12483
N 1.18296 -0.62442 -0.78481
C 1.11325 -1.18490 -1.99468
H 1.30683 -4.33575 -4.60934
H 1.13037 -4.16146 -2.89924
H 4.18912 -2.52960 -2.25715
H 4.36540 -1.35191 -0.04903
H 2.37387 -0.19496 0.84344
H 0.14460 -1.18652 -2.47899
*
```

---

3.
DFT (wB97M-V/def2-TZVPD) results for C2H2O5S as an isolated structure at a distorted geometry.

* HOMO energy: -11.007 eV
* calculated total energy: -851.6249 Eh
* strongest force on any atom: 0.09167 Eh/bohr
* ΔE to the lowest compared entry with this formula, charge and spin: 1.907 eV

Geometry as ORCA input:
```
! RIJCOSX wB97M-V def2-TZVPD def2/J DEFGRID3
* xyz 0 1
C -0.70634 0.60932 0.26259
C -0.39282 -0.79191 -0.22212
O 2.04579 0.92606 0.72227
O -0.00891 1.44083 -0.55752
O -1.09192 -1.74931 -0.73997
O -0.46967 -1.88606 0.51301
O 1.08817 -0.76183 -0.78543
S 1.56399 0.76223 -0.62200
H -1.73682 0.86231 0.18035
H -0.29148 0.58837 1.24884
*
```

---

4.
DFT (wB97M-V/def2-TZVPD) results for C35H34IrN3O3 as an isolated structure.

* HOMO energy (alpha / beta): -9.859 / -11.293 eV
* calculated total energy: -1848.1403 Eh
* ⟨S²⟩: 8.764
* strongest force on any atom: 0.00540 Eh/bohr

Geometry as ORCA input:
```
! RIJCOSX wB97M-V def2-TZVPD def2/J DEFGRID3
* xyz 1 6
Ir -1.11336 -0.00460 -0.73730
O -0.73993 1.88214 -0.89174
C 0.18147 2.80224 -0.31349
C 1.01919 2.03386 0.72029
C 1.83213 0.94033 0.09568
C 3.21489 1.01616 0.01902
C 3.92441 -0.04627 -0.52199
C 3.23705 -1.18047 -0.91493
C 1.85467 -1.21178 -0.81085
C 1.06722 -2.45783 -1.08906
C 0.05542 -2.77625 0.04134
O -1.04312 -1.88213 -0.07797
C 0.71471 -2.61334 1.40748
C 0.10860 -1.87342 2.41383
C 0.72751 -1.71978 3.64887
C 1.95932 -2.30540 3.89179
C 2.56925 -3.05287 2.89302
C 1.95108 -3.20415 1.66206
C -0.53294 -4.17157 -0.17658
C -1.25410 -4.40510 -1.34822
C -1.82295 -5.64278 -1.59468
C -1.68365 -6.66888 -0.66799
C -0.97978 -6.44195 0.50236
C -0.40807 -5.19864 0.75001
N 1.17970 -0.13601 -0.36505
C -0.66568 3.90590 0.30817
C -1.42935 4.69283 -0.55141
C -2.24757 5.68953 -0.05080
C -2.30769 5.91827 1.31909
C -1.54903 5.14204 2.17845
C -0.73333 4.13422 1.67542
C 1.10906 3.33949 -1.39775
C 1.91740 4.43577 -1.10941
C 2.83584 4.89370 -2.04006
C 2.95177 4.26381 -3.27277
C 2.14314 3.17786 -3.56676
C 1.22592 2.71389 -2.63138
H 0.34574 1.59345 1.46189
H 1.68662 2.72666 1.23124
H 3.71727 1.90404 0.37652
H 5.00182 -0.00014 -0.60401
H 3.75981 -2.05330 -1.28142
H 1.75436 -3.29273 -1.21959
H 0.50637 -2.36680 -2.02279
H -0.85218 -1.40882 2.23556
H 0.24059 -1.14116 4.42345
H 2.44057 -2.18654 4.85334
H 3.52760 -3.52191 3.07370
H 2.43485 -3.80280 0.89887
H -1.38724 -3.60637 -2.06849
H -2.37654 -5.80831 -2.50967
H -2.12541 -7.63777 -0.85898
H -0.87198 -7.23278 1.23303
H 0.13096 -5.03868 1.67356
H -1.37355 4.52196 -1.61976
H -2.83377 6.29574 -0.72876
H -2.93971 6.70395 1.71132
H -1.58465 5.31876 3.24546
H -0.15096 3.54346 2.36992
H 1.81606 4.94431 -0.15707
H 3.45493 5.75017 -1.80747
H 3.66322 4.62614 -4.00277
H 2.22048 2.68889 -4.52922
H 0.59325 1.86914 -2.87092
C -1.83687 -0.40933 -2.77448
H -2.84367 -0.80957 -2.64617
H -1.19730 -1.14572 -3.25870
H -1.85388 0.53119 -3.31981
N -3.59020 -1.75571 1.01589
C -3.70530 -0.42859 1.07928
N -4.79501 0.11415 1.64389
O -2.82540 0.35650 0.62118
H -4.30133 -2.36391 1.38026
H -2.72894 -2.14537 0.63746
H -5.52292 -0.43726 2.06013
H -4.86688 1.11631 1.65742
*
```